w.
Entry from the OMol25 dataset: a 4-piece molecular cluster, C4H14O3 overall (ωB97M-V/def2-TZVPD).

Its SMILES is C=CCC.O.O.O. The lowest unoccupied orbital energy is 0.43 eV. The HOMO-LUMO gap is 9.4 eV.

Last columns: bonded neighbours and bond lengths (Å).
Positions of all 21 atoms, in Å:
1 C 0.54855 0.82773 2.51511  C2 1.553, H5 1.080, H6 1.085, H7 1.091
2 C -0.89464 0.56358 3.02379  C1 1.553, C3 1.502, H8 1.088, H9 1.092
3 C -1.13240 -0.87166 3.39660  C2 1.502, C4 1.335, H10 1.086
4 C -2.33287 -1.45649 3.38981  C3 1.335, H11 1.085, H12 1.080
5 H 0.47905 1.72338 1.91558  C1 1.080
6 H 1.32987 0.93712 3.26010  C1 1.085
7 H 0.94627 -0.08142 2.06132  C1 1.091
8 H -1.61442 0.84918 2.25947  C2 1.088
9 H -0.95542 1.09035 3.97795  C2 1.092
10 H -0.30953 -1.43310 3.82905  C3 1.086
11 H -2.52960 -2.19998 4.15512  C4 1.085
12 H -3.12960 -1.29836 2.67853  C4 1.080
13 H -0.55739 -0.98644 -6.00393  O15 0.960
14 H 0.89282 -0.38971 -6.28879  O15 0.962
15 O -0.05520 -0.23032 -6.31614  H13 0.960, H14 0.962
16 H 4.23203 2.22292 -0.65752  O18 0.960
17 H 3.48469 0.86420 -0.44718  O18 0.960
18 O 3.37511 1.81525 -0.51167  H16 0.960, H17 0.960
19 H 0.02487 -0.79032 -2.33352  O21 0.968
20 H -0.78636 0.00485 -3.27518  O21 0.967
21 O -0.62914 -0.91861 -3.03586  H19 0.968, H20 0.967



x.
Entry from the OMol25 dataset: a 3-piece molecular cluster, C4H14O3 overall (ωB97M-V/def2-TZVPD).

Its SMILES is CC[C@@H](C)O.O.O. The lowest unoccupied orbital energy is 0.61 eV. The HOMO-LUMO gap is 11.4 eV.

Last columns: bonded neighbours and bond lengths (Å).
Positions of all 21 atoms, in Å:
1 C -1.57594 -0.99663 1.47538  C2 1.604, H6 1.105, H7 1.075, H8 1.082
2 C -1.22885 0.46935 0.92606  C1 1.604, C3 1.509, H9 1.092, H10 1.123
3 C -1.27881 0.55703 -0.58005  C2 1.509, C4 1.557, O5 1.484, H11 1.130
4 C -0.74036 1.97208 -0.94122  C3 1.557, H12 1.061, H13 1.088, H14 1.099
5 O -0.56768 -0.54914 -1.26825  C3 1.484, H15 0.979
6 H -2.39597 -1.30290 0.80044  C1 1.105
7 H -0.71723 -1.64260 1.44495  C1 1.075
8 H -1.97888 -0.87982 2.47253  C1 1.082
9 H -0.25793 0.69300 1.37236  C2 1.092
10 H -2.03917 1.13900 1.32108  C2 1.123
11 H -2.31067 0.56487 -1.03957  C3 1.130
12 H -0.61945 2.09285 -1.98872  C4 1.061
13 H 0.22600 2.10362 -0.45835  C4 1.088
14 H -1.42326 2.74181 -0.55417  C4 1.099
15 H 0.04706 -0.26559 -1.97615  O5 0.979
16 H 0.70630 -1.43525 -0.44898  O18 1.001
17 H 1.62858 -2.48398 -1.06128  O18 0.964
18 O 1.63296 -1.80672 -0.37524  H16 1.001, H17 0.964
19 H 3.33900 0.74335 0.09638  O21 0.898
20 H 2.66334 -0.28519 0.72557  O21 0.974
21 O 2.94423 0.63160 0.89511  H19 0.898, H20 0.974



y.
Entry from the OMol25 dataset: a 3-piece molecular cluster, C4H14O3 overall (ωB97M-V/def2-TZVPD).

Its SMILES is CC[C@@H](C)O.O.O. The lowest unoccupied orbital energy is 0.77 eV. The HOMO-LUMO gap is 11.5 eV.

Last columns: bonded neighbours and bond lengths (Å).
Positions of all 21 atoms, in Å:
1 C -0.72335 -1.56183 1.94748  C2 1.521, H6 1.096, H7 1.076, H8 1.093
2 C 0.32290 -1.03800 0.97495  C1 1.521, C3 1.512, H9 1.099, H10 1.077
3 C -0.11836 -1.24430 -0.45604  C2 1.512, C4 1.519, O5 1.485, H11 1.093
4 C -1.33923 -0.49165 -0.95658  C3 1.519, H12 1.080, H13 1.092, H14 1.088
5 O 0.97111 -0.76101 -1.34130  C3 1.485, H15 0.972
6 H -1.73684 -1.26502 1.65423  C1 1.096
7 H -0.70082 -2.63466 1.86571  C1 1.076
8 H -0.51939 -1.30278 2.99003  C1 1.093
9 H 1.26142 -1.59249 1.11779  C2 1.099
10 H 0.59467 -0.00134 1.08256  C2 1.077
11 H -0.28697 -2.27539 -0.77880  C3 1.093
12 H -1.34616 0.57231 -0.77013  C4 1.080
13 H -2.22430 -0.90097 -0.46549  C4 1.092
14 H -1.36359 -0.71312 -2.02147  C4 1.088
15 H 1.76631 -1.24118 -1.05643  O5 0.972
16 H 1.38803 2.47804 -1.71937  O18 0.958
17 H 1.21970 0.95902 -1.14664  O18 0.976
18 O 1.41646 1.89633 -0.95821  H16 0.958, H17 0.976
19 H -0.05500 2.17462 0.17620  O21 0.982
20 H -0.18258 3.12359 1.34133  O21 0.962
21 O -0.70486 2.48808 0.84287  H19 0.982, H20 0.962



z.
Entry from the OMol25 dataset: a 4-piece molecular cluster, C4H14O3 overall (ωB97M-V/def2-TZVPD).

Its SMILES is C=CCC.O.O.O. The lowest unoccupied orbital energy is 0.46 eV. The HOMO-LUMO gap is 9.9 eV.

Last columns: bonded neighbours and bond lengths (Å).
Positions of all 21 atoms, in Å:
1 C 1.87182 -1.00824 -1.83687  C2 1.533, H5 1.112, H6 1.075, H7 1.122
2 C 1.82151 0.06266 -0.74050  C1 1.533, C3 1.538, H8 1.086, H9 1.102
3 C 1.15246 -0.51239 0.51916  C2 1.538, C4 1.324, H10 1.115
4 C 0.83676 -1.74099 0.89785  C3 1.324, H11 1.091, H12 1.104
5 H 2.23082 -0.53996 -2.77906  C1 1.112
6 H 0.92061 -1.41826 -2.12481  C1 1.075
7 H 2.68115 -1.77725 -1.72400  C1 1.122
8 H 2.79393 0.52655 -0.60158  C2 1.086
9 H 1.22686 0.93192 -1.06450  C2 1.102
10 H 1.19245 0.25852 1.32335  C3 1.115
11 H 0.99681 -2.20073 1.87397  C4 1.091
12 H 0.56543 -2.42370 0.07318  C4 1.104
13 H -3.37472 0.51618 0.17540  O15 0.963
14 H -1.96934 -0.18029 0.20930  O15 0.972
15 O -2.47700 0.55578 -0.17100  H13 0.963, H14 0.972
16 H -1.14921 2.83868 -0.85605  O18 0.969
17 H -0.21753 4.07256 -0.97711  O18 0.961
18 O -0.35268 3.17498 -1.29322  H16 0.969, H17 0.961
19 H -2.57643 0.33060 3.02107  O21 0.963
20 H -2.93083 -1.13883 2.82979  O21 0.963
21 O -3.24288 -0.32779 3.24564  H19 0.963, H20 0.963



Most favorable structure: y. The second most favorable one is 14.4 kcal/mol above it.



w.
Entry from the OMol25 dataset: one molecule with the formula C5H6N2 (ωB97M-V/def2-TZVPD).

The lowest unoccupied orbital energy is 0.98 eV. The HOMO-LUMO gap is 9.7 eV.

Last columns: bonded neighbours and bond lengths (Å).
Positions of all 13 atoms, in Å:
1 N -0.59386 0.06714 1.58488  C2 1.301, C6 1.664, H12 0.997
2 C -0.26522 -1.17112 1.35655  N1 1.301, C3 1.523
3 C 0.56797 -1.02149 0.09011  C2 1.523, C4 1.553, N7 1.526, H8 1.089
4 C -0.42532 -0.66902 -1.05010  C3 1.553, C5 1.515, H9 1.095, H10 1.089
5 C 0.05652 0.75690 -0.88055  C4 1.515, C6 1.481, N7 1.510, H11 1.092
6 C 0.13587 1.14423 0.54692  N1 1.664, C5 1.481, N7 1.420, H13 1.115
7 N 1.20162 0.36507 0.02265  C3 1.526, C5 1.510, C6 1.420
8 H 1.30317 -1.79963 -0.10742  C3 1.089
9 H -1.48249 -0.88505 -0.86250  C4 1.095
10 H -0.12537 -1.07753 -2.01420  C4 1.089
11 H 0.23711 1.42697 -1.72423  C5 1.092
12 H -1.00930 0.65788 2.27272  N1 0.997
13 H 0.39930 2.20566 0.76518  C6 1.115



x.
Entry from the OMol25 dataset: a 2-piece molecular cluster, C5H6N2 overall (ωB97M-V/def2-TZVPD).

Its SMILES is C=CN=C=N.C#C. The lowest unoccupied orbital energy is 0.96 eV. The HOMO-LUMO gap is 10.0 eV.

Last columns: bonded neighbours and bond lengths (Å).
Positions of all 13 atoms, in Å:
1 C 0.05061 1.51017 -0.35132  N6 1.201, N7 1.172
2 C -2.46123 -0.21620 0.03281  C4 1.363, H8 1.064, H9 1.069
3 C 3.36850 -1.23616 0.15762  C5 1.200, H10 1.026
4 C -1.47314 0.03389 0.93827  C2 1.363, N7 1.387, H12 1.149
5 C 2.80394 -0.28792 -0.31351  C3 1.200, H13 1.066
6 N 0.87987 2.08779 -1.00059  C1 1.201, H11 0.982
7 N -0.51702 0.93843 0.49968  C1 1.172, C4 1.387
8 H -3.33986 -0.76751 0.27150  C2 1.064
9 H -2.27725 0.26050 -0.90640  C2 1.069
10 H 3.58210 -2.03453 0.76645  C3 1.026
11 H 0.96516 3.02550 -1.27998  N6 0.982
12 H -1.28312 -0.20447 2.04640  C4 1.149
13 H 2.57443 0.64262 -0.78066  C5 1.066



Most favorable structure: x. The second most favorable one is 2.6 kcal/mol above it.